Density functional theory data (ωB97M-V/def2-TZVPD) for a molecular structure, C27H29BrCaN5OS.

Properties
HOMO energy = -10.0 eV
LUMO level = -3.270 eV
Net charge = +1
ΔE to the lowest compared entry with this formula, charge and spin = 26.2 kcal/mol
Multiplicity = 1
Strongest force on any atom = 0.046 Eh/bohr
Total energy = -137283.064 eV

Last column: natural (NBO) charge in e.
Cartesian coordinates (Å):
Ca (-0.07, 0.17, -0.08)  1.77
Br (-2.47, 0.95, -7.22)  0.07
C (-2.01, 1.05, -5.40)  -0.16
C (-2.60, 2.02, -4.58)  -0.16
C (-2.28, 2.11, -3.25)  -0.28
C (-1.35, 1.23, -2.66)  0.41
O (-1.06, 1.32, -1.39)  -0.92
C (-0.76, 0.24, -3.49)  -0.19
C (0.18, -0.77, -3.06)  0.22
N (0.67, -0.96, -1.88)  -0.65
C (1.56, -2.05, -1.62)  0.11
C (2.12, -2.85, -2.57)  -0.21
C (3.01, -3.90, -2.24)  -0.18
C (3.36, -4.14, -0.95)  -0.19
C (2.80, -3.33, 0.08)  -0.11
C (3.12, -3.53, 1.44)  -0.10
C (2.56, -2.75, 2.40)  -0.23
C (1.66, -1.75, 2.00)  0.04
N (1.34, -1.51, 0.74)  -0.58
C (1.90, -2.29, -0.24)  0.22
C (-1.11, 0.18, -4.86)  -0.17
H (-3.32, 2.71, -5.01)  0.23
H (-2.74, 2.85, -2.61)  0.22
H (0.45, -1.47, -3.86)  0.17
H (1.91, -2.69, -3.62)  0.22
H (3.43, -4.50, -3.03)  0.23
H (4.05, -4.93, -0.69)  0.23
H (3.83, -4.31, 1.70)  0.23
H (2.79, -2.88, 3.45)  0.23
H (1.18, -1.11, 2.74)  0.20
H (-0.66, -0.58, -5.49)  0.22
C (-2.45, 2.34, 3.64)  -0.60
C (-2.07, 2.72, 2.21)  -0.25
C (-2.50, 4.16, 1.92)  -0.60
C (-0.59, 2.51, 1.91)  -0.04
C (-0.03, 3.02, 0.73)  -0.22
C (1.30, 2.79, 0.39)  -0.21
C (2.14, 2.07, 1.23)  -0.07
C (3.58, 1.81, 0.87)  -0.64
C (1.60, 1.60, 2.43)  -0.19
C (0.27, 1.81, 2.76)  -0.25
H (-3.51, 2.54, 3.80)  0.23
H (-1.88, 2.93, 4.37)  0.22
H (-2.28, 1.29, 3.87)  0.18
H (-2.63, 2.07, 1.53)  0.21
H (-1.87, 4.87, 2.45)  0.22
H (-3.53, 4.31, 2.24)  0.22
H (-2.45, 4.40, 0.85)  0.21
H (-0.65, 3.58, 0.04)  0.24
H (1.69, 3.20, -0.53)  0.23
H (3.66, 1.05, 0.08)  0.22
H (4.15, 1.46, 1.73)  0.22
H (4.06, 2.71, 0.49)  0.24
H (2.25, 1.07, 3.12)  0.21
H (-0.10, 1.43, 3.70)  0.22
N (-1.74, -0.79, 1.72)  -0.72
N (-1.82, -2.21, 1.59)  -0.46
C (-2.04, -2.71, 0.35)  0.26
N (-1.87, -4.04, 0.24)  -0.78
S (-2.53, -1.72, -0.92)  -0.25
H (-2.00, -0.58, 2.68)  0.38
H (-2.52, -0.46, 1.15)  0.40
H (-1.15, -2.70, 2.17)  0.39
H (-1.82, -4.62, 1.06)  0.40
H (-2.17, -4.47, -0.62)  0.43

***

Density functional theory data (ωB97M-V/def2-TZVPD) for 2 unconnected molecules or ions with the total composition C4H12N3.

Properties
HOMO energy (alpha / beta) = -13.7 / -14.2 eV
LUMO level (alpha / beta) = -6.709 / -5.900 eV
Net charge = +1
ΔE to the lowest compared entry with this formula, charge and spin = 169.6 kcal/mol
Multiplicity = 1
Strongest force on any atom = 0.095 Eh/bohr
Total energy = -8800.380 eV

Last column: natural (NBO) charge in e.
Cartesian coordinates (Å):
C (-1.44, -1.08, 2.56)  -0.11
C (0.69, 1.85, -0.93)  -0.60
C (0.55, 0.47, -1.47)  -0.39
C (0.62, -0.59, -0.40)  -0.15
N (-1.48, -0.34, 1.29)  -0.28
N (-2.12, -1.41, 1.29)  -0.02
N (0.33, -1.88, -0.69)  -0.66
H (-0.60, -1.61, 2.91)  0.22
H (-2.06, -0.77, 3.34)  0.21
H (0.69, 2.48, -1.73)  0.24
H (-0.23, 2.12, -0.34)  0.18
H (1.43, 1.89, -0.19)  0.22
H (1.18, 0.11, -2.30)  0.25
H (-0.57, 0.28, -1.83)  0.18
H (1.64, -0.63, -0.09)  0.22
H (-0.11, -0.21, 0.51)  0.20
H (-1.80, 0.70, 1.21)  0.47
H (-0.66, -2.05, -0.96)  0.39
H (0.77, -2.62, -0.25)  0.40

***

Density functional theory data (ωB97M-V/def2-TZVPD) for a molecular structure, C26H47N4O2PPdS.

Properties
HOMO energy (alpha / beta) = -19.6 / -19.6 eV
LUMO level (alpha / beta) = -10.712 / -14.689 eV
Net charge = +4
Expectation value of S² = 6.030
ΔE to the lowest compared entry with this formula, charge and spin = 0.0 kcal/mol
Multiplicity = 5
Strongest force on any atom = 0.012 Eh/bohr
Total energy = -61343.382 eV

Last column: Löwdin spin population.
Cartesian coordinates (Å):
Pd (0.62, 0.05, 1.95)  0.95
C (-1.96, 0.63, 4.73)  0.04
C (-1.43, 1.36, 3.56)  0.19
C (-2.31, 1.86, 2.57)  0.06
C (-1.85, 2.64, 1.54)  0.06
C (-2.76, 3.27, 0.54)  0.01
C (-0.45, 2.89, 1.46)  0.35
C (0.49, 2.42, 2.44)  0.08
C (1.88, 2.98, 2.44)  0.01
C (-0.02, 1.65, 3.48)  0.05
H (-3.05, 0.58, 4.73)  0.00
H (-1.64, 1.13, 5.66)  0.01
H (-1.57, -0.39, 4.77)  0.02
H (-3.36, 1.64, 2.66)  0.00
H (-2.99, 4.30, 0.85)  0.00
H (-3.71, 2.74, 0.47)  0.00
H (-2.29, 3.33, -0.44)  0.00
H (-0.08, 3.52, 0.66)  0.01
H (1.85, 3.98, 2.90)  0.00
H (2.26, 3.11, 1.43)  0.00
H (2.57, 2.37, 3.02)  0.00
H (0.59, 1.46, 4.35)  0.00
C (1.96, -4.09, -1.54)  0.00
C (2.15, -4.03, -0.01)  0.00
C (1.69, -2.77, 0.55)  0.01
N (1.30, -1.78, 0.99)  0.03
H (2.30, -5.06, -1.89)  0.00
H (2.55, -3.32, -2.03)  0.00
H (0.91, -3.99, -1.81)  0.00
H (3.20, -4.15, 0.25)  0.00
H (1.59, -4.83, 0.48)  0.00
O (-0.20, 0.70, -0.14)  0.06
P (-0.62, 0.30, -1.53)  0.02
N (-1.49, -1.06, -1.59)  0.03
C (-1.86, -1.80, -2.83)  0.00
C (-3.03, -2.66, -2.39)  0.00
C (-2.71, -2.97, -0.93)  0.00
C (-2.17, -1.65, -0.40)  0.00
N (0.91, 0.02, -2.40)  0.62
C (1.01, -0.43, -3.77)  0.08
C (2.41, -0.01, -4.23)  0.01
C (3.21, -0.08, -2.93)  0.00
C (2.21, 0.41, -1.89)  0.08
N (-1.27, 1.40, -2.50)  0.02
C (-0.53, 2.60, -3.00)  0.00
C (-1.63, 3.52, -3.51)  0.00
C (-2.72, 2.55, -3.97)  0.00
C (-2.71, 1.48, -2.88)  0.01
H (-1.02, -2.43, -3.14)  0.00
H (-2.10, -1.12, -3.64)  0.00
H (-3.13, -3.56, -3.00)  0.00
H (-3.97, -2.10, -2.47)  0.00
H (-1.96, -3.75, -0.85)  0.00
H (-3.59, -3.30, -0.37)  0.00
H (-1.48, -1.76, 0.43)  0.00
H (-2.99, -0.99, -0.09)  0.00
H (0.16, -0.06, -4.36)  0.01
H (0.93, -1.53, -3.75)  0.04
H (2.38, 1.01, -4.61)  0.00
H (2.79, -0.65, -5.01)  0.00
H (4.11, 0.53, -2.95)  0.00
H (3.51, -1.11, -2.72)  0.00
H (2.21, 1.51, -1.83)  0.04
H (2.33, 0.04, -0.86)  0.02
H (0.14, 2.31, -3.81)  0.00
H (0.07, 3.06, -2.20)  0.00
H (-1.27, 4.17, -4.31)  0.00
H (-2.00, 4.16, -2.71)  0.00
H (-2.46, 2.11, -4.93)  0.00
H (-3.69, 3.02, -4.07)  0.00
H (-3.08, 0.52, -3.22)  0.00
H (-3.31, 1.80, -2.02)  0.00
C (3.42, -0.50, 6.27)  0.07
S (2.26, -1.51, 5.38)  0.41
C (2.83, -3.20, 5.38)  0.07
O (1.94, -1.00, 4.03)  0.45
H (3.55, -0.97, 7.25)  0.00
H (3.00, 0.50, 6.39)  0.00
H (4.36, -0.50, 5.70)  0.02
H (2.95, -3.49, 6.43)  0.00
H (3.79, -3.21, 4.85)  0.02
H (2.07, -3.81, 4.90)  0.00

***

Density functional theory data (ωB97M-V/def2-TZVPD) for a gas-phase ion, C3H9N2O (charge -1).

Properties
HOMO energy = -2.5 eV
LUMO level = 4.482 eV
Net charge = -1
ΔE to the lowest compared entry with this formula, charge and spin = 25.0 kcal/mol
Multiplicity = 1
Structure (SMILES) = NCCNC[O-]
Strongest force on any atom = 0.039 Eh/bohr
Total energy = -8283.858 eV

Last column: natural (NBO) charge in e.
Cartesian coordinates (Å):
N (-1.30, 1.86, -0.41)  -0.86
C (-0.75, 0.55, -0.92)  -0.23
C (0.71, 0.36, -0.49)  -0.25
N (0.84, -0.22, 0.88)  -0.70
C (0.33, -1.65, 0.92)  0.13
O (0.74, -2.44, -0.06)  -0.96
H (-0.54, 2.27, 0.13)  0.35
H (-2.08, 1.70, 0.21)  0.34
H (-1.44, -0.22, -0.60)  0.20
H (-0.63, 0.62, -2.01)  0.16
H (1.21, -0.32, -1.19)  0.20
H (1.20, 1.33, -0.36)  0.16
H (1.84, -0.34, 1.02)  0.33
H (-0.79, -1.59, 0.90)  0.06
H (0.66, -1.92, 1.96)  0.06